No. 1
{
  "formula": "C9H12INO2S",
  "method": "ωB97M-V/def2-TZVPD",
  "smiles": "O=S1(=O)CCC=N1.C=C=CCC(=C)I",
  "relative_energy_ev": 0.911,
  "homo_ev": -8.7954,
  "e_tot_ev": -34043.3095,
  "lumo_ev": 0.191,
  "species": ["C", "C", "C", "C", "C", "C", "C", "C", "C", "N", "O", "O", "S", "I", "H", "H", "H", "H", "H", "H", "H", "H", "H", "H", "H", "H"],
  "coordinates": [[-2.443962, -0.500236, 1.772730], [1.253541, -2.379842, -1.748456], [-1.672524, -0.640193, -0.730544], [-1.247122, -1.938531, -1.352603], [-2.017105, -0.574079, 0.549967], [0.220756, -2.177724, -0.971757], [1.919216, 2.251135, 1.000352], [0.553573, 2.483631, 0.486498], [2.787043, 2.105749, -0.193442], [0.283021, 2.404073, -0.722655], [1.338858, 0.561225, -2.087604], [1.947611, 2.727917, -2.698763], [1.592930, 1.857248, -1.645333], [0.721452, -1.749834, 1.150442], [-1.922413, -0.196666, 2.611035], [-3.614054, -0.397731, 1.910219], [2.189585, -2.404009, -1.233638], [1.195161, -2.616540, -2.886536], [-1.262849, 0.236335, -1.332450], [-1.504327, -1.950533, -2.460420], [2.141562, 3.048715, 1.670420], [1.861724, 1.325042, 1.580857], [-1.778597, -2.865628, -1.074342], [-0.284072, 2.875729, 1.131788], [3.001563, 3.116562, -0.378408], [3.723228, 1.466182, -0.409206]],
  "forces_ev_per_a": [[-4.31, 0.70, -1.28], [0.14, -0.97, -1.73], [0.42, 0.52, 0.50], [-0.10, -1.37, -0.51], [0.08, 0.48, -1.82], [-0.82, 0.88, 0.03], [-0.32, -2.44, 1.00], [-1.46, 1.32, 1.36], [0.71, -1.01, -2.44], [-0.72, -0.34, -2.37], [-0.68, -3.21, 0.16], [0.26, 1.85, -0.43], [1.08, 1.84, 2.00], [0.22, -0.60, -1.08], [1.49, -0.11, 1.52], [2.36, -0.37, -0.31], [0.76, -0.16, -0.41], [-0.03, 0.68, 2.24], [-1.15, -0.82, 1.13], [1.22, 0.38, 1.01], [0.63, 0.61, 0.44], [0.04, 0.04, 0.26], [-0.24, 0.67, 0.73], [1.05, -0.68, -0.29], [1.11, 1.33, -0.89], [-1.74, 0.78, 1.15]]
}


No. 2
{
  "formula": "C26H55BF2N3O4Si",
  "method": "ωB97M-V/def2-TZVPD",
  "total_charge": -1,
  "homo_ev": -2.9624,
  "e_tot_ev": -54504.7714,
  "lumo_ev": 2.493,
  "species": ["C", "C", "B", "O", "C", "C", "F", "F", "C", "C", "Si", "C", "C", "C", "C", "C", "C", "C", "C", "H", "H", "H", "H", "H", "H", "H", "H", "H", "H", "H", "H", "H", "H", "H", "H", "H", "H", "H", "H", "H", "H", "C", "C", "C", "O", "C", "N", "H", "H", "H", "H", "H", "H", "H", "H", "H", "H", "H", "C", "C", "C", "O", "C", "N", "H", "H", "H", "H", "H", "H", "H", "H", "H", "H", "H", "C", "C", "C", "O", "C", "N", "H", "H", "H", "H", "H", "H", "H", "H", "H", "H", "H"],
  "coordinates": [[-1.496963, 1.706110, 5.228416], [-0.955967, 0.887993, 4.043747], [-0.429879, 1.749764, 2.803941], [0.282787, 2.892506, 3.197025], [-0.664436, 1.388065, 1.341926], [0.432844, 0.723738, 0.669713], [0.197353, 0.591775, -0.750599], [1.611315, 1.501635, 0.740705], [0.803003, -0.729325, 1.044794], [2.307746, -1.050568, 1.181271], [2.858907, -1.485468, 2.913678], [4.490253, -2.452832, 2.738618], [1.626958, -2.591881, 3.810390], [3.266364, 0.056624, 3.914336], [3.836645, 1.164028, 3.275727], [4.181117, 2.305245, 3.989576], [3.960066, 2.363173, 5.357971], [3.382533, 1.279643, 6.007807], [3.041157, 0.139057, 5.289477], [-1.504928, 1.139948, 6.163981], [-2.526150, 2.015914, 5.037892], [-0.903312, 2.606922, 5.381830], [-1.739881, 0.206180, 3.702237], [-0.138764, 0.253926, 4.407596], [0.935250, 3.106869, 2.521820], [-1.508559, 0.683778, 1.322885], [0.271667, -1.034193, 1.944850], [0.388538, -1.339684, 0.241064], [2.923394, -0.248628, 0.781533], [2.552301, -1.934125, 0.582552], [5.264000, -1.983101, 3.347377], [4.389699, -3.486117, 3.066492], [4.836630, -2.417139, 1.705858], [1.346092, -2.221632, 4.794768], [2.089561, -3.569948, 3.952594], [0.714342, -2.754527, 3.238092], [4.011112, 1.134240, 2.207537], [4.629121, 3.145135, 3.476442], [4.232206, 3.256729, 5.902841], [3.190928, 1.330094, 7.071194], [2.597982, -0.697884, 5.814428], [1.612032, 5.864063, -1.863187], [1.287921, 4.499756, -1.255007], [1.379768, 3.347351, -2.262639], [0.296040, 3.258075, -3.182724], [0.415744, 4.082036, -4.315474], [-0.003561, 4.573118, -0.572838], [0.785224, 6.239882, -2.468175], [1.788993, 6.592213, -1.070840], [2.505993, 5.819736, -2.491945], [2.038873, 4.291198, -0.486812], [1.364338, 2.422867, -1.702040], [2.327178, 3.383328, -2.823874], [1.459724, 4.173085, -4.636957], [0.008931, 5.084067, -4.144334], [-0.158958, 3.620753, -5.121707], [-0.170129, 3.714783, -0.034399], [-0.731111, 4.584496, -1.282387], [-4.254689, -1.610083, 0.362102], [-2.836622, -2.094756, 0.078111], [-2.748623, -3.150907, -1.023357], [-3.132428, -4.465862, -0.662720], [-4.520058, -4.713850, -0.694405], [-2.218319, -2.483459, 1.343926], [-4.817978, -2.338492, 0.948712], [-4.216755, -0.685866, 0.937240], [-4.800817, -1.414947, -0.563455], [-2.264203, -1.239320, -0.296753], [-1.699744, -3.229408, -1.323916], [-3.315203, -2.808774, -1.900821], [-5.004093, -4.161541, -1.506853], [-5.006205, -4.452735, 0.249850], [-4.658381, -5.782085, -0.865661], [-1.238782, -2.687593, 1.168705], [-2.615287, -3.345922, 1.704581], [-0.268087, -2.457176, -6.318762], [-1.773115, -2.669432, -6.195951], [-2.536822, -1.422532, -5.728876], [-2.427795, -1.145839, -4.354508], [-1.258958, -0.423710, -3.977192], [-2.019647, -3.833537, -5.341154], [0.214262, -2.437802, -5.342091], [0.178549, -3.273670, -6.886109], [-0.040792, -1.520517, -6.831148], [-2.155339, -2.909606, -7.193973], [-3.602982, -1.593552, -5.906879], [-2.245642, -0.542645, -6.320287], [-0.977648, 0.298651, -4.748692], [-0.416033, -1.089847, -3.776974], [-1.480740, 0.117838, -3.059487], [-3.012041, -4.049223, -5.341044], [-1.819009, -3.564646, -4.381205]],
  "forces_ev_per_a": [[0.04, -0.08, 0.02], [-0.86, 0.42, 0.14], [-0.03, 0.37, -0.20], [0.74, -0.49, 0.37], [0.04, -0.59, 0.48], [-0.27, 0.18, -0.12], [0.22, 0.31, -0.23], [-0.01, 0.09, -0.11], [0.28, -0.30, -0.08], [-0.25, -0.31, 0.04], [0.47, -0.05, -0.02], [-0.08, 0.37, 0.17], [0.11, -0.14, -0.03], [-0.22, 0.09, -0.07], [-0.01, -0.04, 0.23], [0.04, -0.20, -0.06], [-0.07, -0.11, -0.07], [0.05, 0.04, -0.10], [0.13, 0.18, -0.03], [-0.01, -0.03, 0.05], [-0.02, 0.09, -0.03], [0.05, 0.02, 0.04], [0.06, -0.17, -0.01], [0.21, 0.03, -0.20], [-0.31, 0.30, -0.26], [0.07, -0.16, -0.11], [-0.12, 0.33, 0.09], [-0.03, -0.06, 0.00], [0.05, 0.07, -0.04], [0.00, -0.03, -0.05], [0.04, -0.04, 0.06], [0.02, -0.12, -0.12], [0.01, -0.15, -0.08], [-0.09, 0.08, 0.01], [0.00, -0.06, 0.05], [-0.08, 0.11, 0.00], [-0.04, 0.06, -0.04], [-0.01, 0.07, -0.03], [-0.04, 0.02, 0.09], [-0.01, -0.02, 0.06], [-0.06, -0.01, 0.04], [0.10, 0.04, 0.06], [-0.22, 0.19, -0.09], [0.06, -0.07, 0.06], [0.16, 0.12, -0.03], [-0.16, -0.06, -0.02], [0.09, -0.24, -0.02], [-0.01, -0.04, 0.00], [-0.05, 0.00, 0.01], [-0.02, 0.00, -0.01], [0.07, -0.09, -0.05], [-0.12, -0.26, 0.09], [-0.02, 0.10, 0.03], [0.01, 0.03, -0.01], [0.07, 0.03, -0.02], [0.01, 0.00, 0.01], [-0.03, 0.11, -0.02], [-0.02, -0.02, 0.04], [-0.04, 0.07, -0.05], [-0.28, 0.09, 0.29], [0.26, 0.12, -0.12], [-0.12, -0.02, 0.01], [0.06, -0.06, 0.03], [0.35, -0.17, -0.13], [0.01, -0.04, -0.01], [0.03, -0.01, 0.03], [0.00, -0.01, 0.00], [-0.01, 0.03, -0.01], [0.00, -0.07, 0.01], [-0.01, -0.05, -0.01], [-0.02, 0.02, 0.01], [-0.03, 0.06, -0.03], [0.01, 0.00, 0.00], [0.02, 0.09, 0.18], [-0.16, 0.02, -0.18], [0.04, -0.02, -0.08], [0.14, 0.00, 0.10], [-0.19, -0.05, -0.08], [0.18, 0.08, 0.04], [-0.09, 0.01, 0.23], [-0.13, 0.05, 0.00], [-0.02, 0.02, 0.02], [-0.01, -0.03, 0.02], [0.00, 0.01, 0.02], [-0.04, 0.03, -0.01], [-0.01, -0.02, 0.01], [0.06, -0.03, -0.01], [0.02, -0.01, -0.01], [0.00, 0.03, -0.06], [-0.01, 0.00, 0.00], [0.01, -0.04, -0.05], [0.07, -0.02, 0.00]]
}


Sequential orbital gap output: 9.0 5.5 eV